Entry 1:
C5H9N3O | ωB97M-V/def2-TZVPD

Atoms and positions in Å:
1 C 0.13046 2.40115 -1.06996
2 C 0.53315 -1.62884 0.76917
3 C -0.67062 -1.08824 -0.18941
4 C -0.18944 1.17668 -0.26968
5 N 1.74312 -1.51560 0.16527
6 N -0.06019 1.25561 1.07519
7 C -1.80255 -1.78107 -0.17296
8 N -0.38517 0.05681 -0.87898
9 O 0.34807 -2.34365 1.73280
10 H 1.83591 -0.99724 -0.69083
11 H 2.53533 -2.01533 0.53420
12 H -0.09126 0.31552 1.57413
13 H -0.01614 2.15771 1.51612
14 H 1.12601 2.76669 -0.82002
15 H 0.09360 2.17500 -2.13216
16 H -0.58359 3.19182 -0.84916
17 H -1.85602 -2.70865 0.37091
18 H -2.69068 -1.41837 -0.66466

- lowest unoccupied orbital energy (eV) = 0.79
- gap between HOMO and LUMO (eV) = 9.5
- F_max (hartree/bohr) = 0.0603
- HOMO (eV) = -8.71

=====

Entry 2:
C21H30N4O4SSbSe4W | ωB97M-V/def2-TZVPD

Atoms and positions in Å:
1 W -0.02234 0.44835 0.62035
2 C 2.87726 3.75835 1.29985
3 O 4.02856 2.93105 1.38325
4 C 4.16976 1.88035 0.54525
5 C 5.42266 1.66485 -0.02495
6 C 5.69416 0.55695 -0.81915
7 C 4.70876 -0.35895 -1.09885
8 C 3.41976 -0.17845 -0.56615
9 C 2.40296 -1.15875 -0.72125
10 N 1.15816 -0.89145 -0.40505
11 N 0.33676 -2.01845 -0.33025
12 C -0.88654 -1.80385 0.03595
13 O -1.36414 -0.61725 0.27245
14 C -1.77724 -2.95745 0.10735
15 C -3.12034 -2.78415 0.44545
16 C -3.96424 -3.87765 0.48255
17 C -3.47494 -5.13995 0.18385
18 C -2.13854 -5.31535 -0.15365
19 C -1.28814 -4.22975 -0.19145
20 C 3.16026 0.92875 0.29305
21 O 1.95516 0.98945 0.91955
22 H 3.01826 4.53135 2.05215
23 H 1.94696 3.22175 1.55295
24 H 2.81986 4.22305 0.30405
25 H 6.18746 2.39505 0.18865
26 H 6.68616 0.42625 -1.21825
27 H 4.89376 -1.21595 -1.72615
28 H 2.64536 -2.17545 -1.02415
29 H -3.50384 -1.79505 0.66475
30 H -5.00234 -3.74575 0.74715
31 H -4.13454 -5.99405 0.20875
32 H -1.75804 -6.29865 -0.38595
33 H -0.24924 -4.34475 -0.46225
34 N -2.83704 1.52195 -0.09725
35 C -3.86454 1.05115 -1.04685
36 C -3.69574 1.65735 -2.43765
37 C -2.35454 1.38805 -3.12665
38 C -1.79974 -0.03765 -3.02485
39 N -0.45954 -0.03415 -2.36355
40 H -3.13224 1.23145 0.84155
41 H -2.92974 2.54875 -0.07305
42 H -4.87044 1.30185 -0.68575
43 H -3.80264 -0.04335 -1.09435
44 H -3.80864 2.74675 -2.38995
45 H -4.50164 1.26545 -3.05705
46 H -1.59454 2.04195 -2.68985
47 H -2.45304 1.67165 -4.17495
48 H -1.71884 -0.49185 -4.01845
49 H -2.44124 -0.68635 -2.42575
50 H 0.13316 0.60135 -2.92005
51 H -0.05804 -0.96515 -2.51505
52 Se 2.01976 5.47265 -2.03145
53 Sb 0.02286 4.26375 -1.70985
54 Se -0.72684 1.88185 2.28005
55 Se 0.02266 2.26815 -0.46235
56 Se -2.02184 5.14445 -2.46955
57 C 0.09846 -0.30755 4.58065
58 S 1.09666 0.05915 3.11485
59 C 2.47546 -1.04985 3.50155
60 O 0.37856 -0.70475 1.99515
61 H 0.75666 -0.66545 5.36215
62 H -0.63794 -1.06225 4.31165
63 H -0.39974 0.60605 4.90465
64 H 3.00786 -0.57875 4.32125
65 H 3.13866 -1.11665 2.63985
66 H 2.10996 -2.03415 3.78125

- charge = +1
- lowest unoccupied orbital energy (eV) = -5.24
- gap between HOMO and LUMO (eV) = 5.0
- F_max (hartree/bohr) = 0.1570
- HOMO (eV) = -10.28

=====

Entry 3:
C43H61BN5O2P2STi | ωB97M-V/def2-TZVPD

Atoms and positions in Å:
1 Ti -0.17630 1.05001 -1.32296
2 O -0.00690 2.66020 -0.34797
3 C -0.54491 3.88412 -0.30948
4 C -0.52919 4.63096 0.86457
5 C -1.03557 5.92536 0.91623
6 C -1.58574 6.49587 -0.23295
7 C -1.64952 5.75918 -1.39465
8 C -1.16728 4.43137 -1.46911
9 C -1.39895 3.65227 -2.62365
10 N -1.07399 2.35938 -2.75407
11 C -1.67659 1.68282 -3.89149
12 C -2.21453 0.37562 -3.32938
13 N -1.08210 -0.19480 -2.61388
14 C -0.41864 -1.14867 -3.32396
15 C 0.97171 -1.19168 -3.55429
16 C 1.52621 -2.17560 -4.40835
17 C 2.82661 -2.10183 -4.85642
18 C 3.63418 -1.02713 -4.47658
19 C 3.13457 -0.06832 -3.60446
20 C 1.84587 -0.16367 -3.08967
21 O 1.43196 0.71755 -2.17855
22 H -0.10570 4.18173 1.75092
23 H -0.99519 6.48300 1.84402
24 H -1.97239 7.50811 -0.21186
25 H -2.10382 6.18662 -2.28336
26 H -1.94765 4.13269 -3.43519
27 H -0.92796 1.44898 -4.65998
28 H -2.46612 2.28806 -4.35730
29 H -2.58082 -0.30702 -4.10641
30 H -3.03863 0.58471 -2.64266
31 H -1.02537 -1.84813 -3.90159
32 H 0.88252 -2.98271 -4.74267
33 H 3.21269 -2.86527 -5.52137
34 H 4.64757 -0.94428 -4.84947
35 H 3.74348 0.76545 -3.27601
36 C 0.11544 -3.81143 0.85062
37 C -1.26928 -4.29021 0.37600
38 C -1.00484 -5.46599 -0.57490
39 C -2.06606 -4.78153 1.58267
40 P -1.98088 -2.87781 -0.66125
41 C -2.38561 -1.55306 0.60235
42 N -1.24224 -0.95065 1.25890
43 B -0.07366 -0.29131 0.65944
44 N 0.85808 -0.25140 1.80332
45 C 2.30455 -0.09987 1.80559
46 P 2.93417 1.35517 0.84499
47 C 4.68920 0.72565 0.54311
48 C 5.46648 1.86875 -0.11578
49 C 4.52574 -0.41243 -0.48126
50 C 5.49749 0.17338 1.72229
51 C 2.97263 2.68772 2.18244
52 C 1.63372 2.57351 2.92937
53 C 4.09344 2.65383 3.21743
54 C 2.99973 4.02882 1.43840
55 C 0.24685 -0.74314 2.94652
56 C 0.71136 -0.87604 4.24848
57 C -0.15433 -1.35939 5.22726
58 C -1.45871 -1.71133 4.91096
59 C -1.92530 -1.60585 3.60240
60 C -1.06640 -1.13336 2.62055
61 C -3.77807 -3.27637 -1.13938
62 C -4.78508 -3.60072 -0.03332
63 C -4.25719 -2.01129 -1.87747
64 C -3.78917 -4.42113 -2.15725
65 H 0.67875 -4.68008 1.20817
66 H 0.05291 -3.10187 1.67054
67 H 0.68031 -3.34951 0.03676
68 H -0.40099 -6.21686 -0.05491
69 H -0.44997 -5.13831 -1.45702
70 H -1.91838 -5.95661 -0.90710
71 H -1.44206 -5.45320 2.18263
72 H -2.95332 -5.34054 1.28379
73 H -2.37173 -3.96292 2.23567
74 H -3.01540 -2.00628 1.36592
75 H -2.98701 -0.79315 0.10207
76 H 2.76726 -0.99768 1.38966
77 H 2.65750 -0.02509 2.83525
78 H 4.92166 2.26829 -0.97450
79 H 6.43860 1.50532 -0.46540
80 H 5.64761 2.68938 0.58189
81 H 3.69885 -0.23816 -1.16799
82 H 4.35641 -1.37120 0.01156
83 H 5.43939 -0.50972 -1.07626
84 H 5.87317 0.95444 2.38008
85 H 6.36449 -0.37198 1.33269
86 H 4.91725 -0.53148 2.32202
87 H 1.65922 1.78941 3.68817
88 H 0.81187 2.35238 2.24694
89 H 1.42200 3.52060 3.43682
90 H 4.15120 1.69101 3.72989
91 H 3.90072 3.42069 3.97634
92 H 5.06785 2.87001 2.77619
93 H 2.13975 4.11791 0.77311
94 H 3.90426 4.14078 0.83584
95 H 2.96626 4.85512 2.15702
96 H 1.72493 -0.60868 4.51669
97 H 0.19812 -1.45494 6.24683
98 H -2.12341 -2.07467 5.68488
99 H -2.94630 -1.88324 3.37324
100 H -4.76078 -2.87934 0.78392
101 H -4.63149 -4.59517 0.38444
102 H -5.79674 -3.57568 -0.45443
103 H -4.62021 -1.24758 -1.18757
104 H -5.08292 -2.26922 -2.54815
105 H -3.45746 -1.57312 -2.47350
106 H -3.53734 -5.37819 -1.70307
107 H -3.08812 -4.23313 -2.97392
108 H -4.79307 -4.51644 -2.58453
109 S -4.37648 3.50204 0.26751
110 C -3.51061 2.85106 1.59224
111 C -2.64290 1.90958 1.15135
112 N -2.65856 1.67862 -0.20594
113 C -3.52935 2.45184 -0.78232
114 H -3.64822 3.20604 2.59927
115 H -1.94954 1.35777 1.76692
116 H -3.69360 2.47427 -1.84818

- charge = -1
- lowest unoccupied orbital energy (alpha / beta) (eV) = 2.34 / 2.33
- multiplicity = 3
- gap between HOMO and LUMO (alpha / beta) (eV) = 4.5 / 7.2
- F_max (hartree/bohr) = 0.0145
- HOMO (alpha / beta) (eV) = -2.12 / -4.85

=====

Entry 4:
C10H11NS2 | ωB97M-V/def2-TZVPD

Atoms and positions in Å:
1 C -3.45780 0.93141 -0.20392
2 C -3.53458 -0.52006 0.24402
3 C -0.72130 -0.49207 -0.06672
4 C -2.35718 1.66350 0.58732
5 C 1.65156 -0.50609 -0.01972
6 C 2.45128 -0.69700 1.13777
7 C 3.74830 -0.19904 1.13529
8 C 4.28137 0.43202 0.01437
9 C 3.52944 0.51288 -1.15851
10 C 2.22013 -0.02321 -1.21268
11 H -3.28685 0.97935 -1.27368
12 H -4.39771 1.38115 0.00704
13 H -3.61037 -0.58651 1.32431
14 H -4.38716 -1.01432 -0.19769
15 H -2.48124 1.45901 1.66391
16 H -2.36062 2.75392 0.52798
17 H 1.99929 -1.13784 2.01461
18 H 4.29544 -0.30965 2.08127
19 H 5.23854 0.86114 -0.00316
20 H 3.98534 0.96579 -2.05506
21 H 1.56651 0.14662 -2.05258
22 N 0.36448 -1.12872 -0.01138
23 S -2.16921 -1.51735 -0.32062
24 S -0.70453 1.25412 0.02683

- lowest unoccupied orbital energy (eV) = 0.53
- gap between HOMO and LUMO (eV) = 8.8
- F_max (hartree/bohr) = 0.0357
- HOMO (eV) = -8.29